a:
{"formula": "C7H18N2", "method": "the ωB97M-V functional and the def2-TZVPD basis", "gap_ev": 8.663, "multiplicity": 1, "e_homo_ha": -0.2774, "elements": ["C", "C", "C", "C", "C", "C", "C", "N", "N", "H", "H", "H", "H", "H", "H", "H", "H", "H", "H", "H", "H", "H", "H", "H", "H", "H", "H"], "coordinates": [[-1.48, -0.67, 0.67], [0.17, -0.36, -1.57], [-0.78, 0.46, 1.28], [1.58, 0.71, -0.55], [-0.66, 0.70, -2.26], [-0.02, 0.15, 2.57], [2.52, -0.32, 0.05], [-0.51, -1.27, -0.83], [-2.78, -0.44, 0.22], [0.13, -2.00, -0.52], [-1.40, -1.62, 1.19], [0.97, -0.77, -2.19], [-3.13, -1.20, -0.36], [-2.91, 0.44, -0.25], [0.04, 0.82, 0.51], [-1.44, 1.31, 1.41], [1.51, 1.60, 0.08], [1.99, 1.12, -1.47], [-1.19, 1.31, -1.53], [-0.04, 1.36, -2.86], [-1.41, 0.23, -2.90], [0.69, 0.95, 2.80], [-0.70, 0.05, 3.42], [0.55, -0.78, 2.49], [3.46, 0.13, 0.40], [2.79, -1.08, -0.68], [2.07, -0.84, 0.89]]}


b:
{"formula": "C7H18N2", "method": "the ωB97M-V functional and the def2-TZVPD basis", "gap_ev": 9.538, "multiplicity": 1, "e_homo_ha": -0.3137, "smiles": "C=C(C)C.CNN(C)C", "elements": ["C", "C", "C", "C", "H", "H", "H", "H", "H", "H", "H", "H", "C", "N", "N", "C", "C", "H", "H", "H", "H", "H", "H", "H", "H", "H", "H"], "coordinates": [[-1.89, 2.09, 0.31], [-0.62, 2.30, 0.10], [0.44, 2.56, 1.16], [-0.05, 2.52, -1.29], [-2.27, 2.15, 1.26], [-2.62, 2.01, -0.46], [0.13, 1.97, 2.12], [1.32, 2.06, 0.84], [0.53, 3.64, 1.32], [-0.35, 3.47, -1.75], [-0.51, 1.69, -1.88], [1.05, 2.50, -1.22], [-1.52, -1.37, -0.55], [-0.25, -1.19, 0.20], [0.80, -2.01, -0.40], [2.10, -1.54, 0.04], [0.43, -3.42, -0.20], [-2.35, -0.98, 0.09], [-1.48, -0.82, -1.50], [-1.80, -2.40, -0.88], [-0.54, -1.44, 1.16], [2.93, -1.69, -0.70], [2.23, -0.53, 0.04], [2.52, -1.99, 0.91], [-0.35, -3.54, 0.59], [0.08, -3.83, -1.15], [1.36, -3.89, 0.21]]}


How far above the most stable structure does each one sit? In eV: a 0.000; b 0.443.


a:
{"formula": "C3HCl3O", "method": "the ωB97M-V functional and the def2-TZVPD basis", "gap_ev": 7.998, "multiplicity": 1, "e_homo_ha": -0.3147, "elements": ["C", "C", "C", "O", "Cl", "Cl", "Cl", "H"], "coordinates": [[0.80, -1.53, 0.88], [-2.44, -1.07, -0.14], [-0.16, -0.51, 0.23], [-1.43, -0.44, 0.54], [2.38, -0.94, 0.99], [-3.84, -0.53, 0.56], [0.35, -1.91, -0.95], [0.38, 0.35, -0.06]]}


b:
{"formula": "C3HCl3O", "method": "the ωB97M-V functional and the def2-TZVPD basis", "gap_ev": 9.382, "multiplicity": 1, "e_homo_ha": -0.3527, "elements": ["C", "C", "C", "O", "Cl", "Cl", "Cl", "H"], "coordinates": [[0.00, 0.90, -0.48], [2.00, 0.93, -0.17], [2.54, -0.28, -0.13], [-0.69, 1.11, 0.47], [2.61, 2.52, -0.14], [4.22, -0.74, 0.15], [1.56, -1.72, 0.03], [-0.12, 1.13, -1.57]]}


How far above the most stable structure does each one sit? In eV: a 3.555; b 0.000.


a:
{"formula": "C9H12N2", "method": "the ωB97M-V functional and the def2-TZVPD basis", "gap_ev": 8.194, "multiplicity": 1, "e_homo_ha": -0.2779, "smiles": "CC1=N/C=C\\N=C(\\C)C/C=C\\1", "elements": ["C", "C", "N", "C", "C", "N", "C", "C", "C", "C", "C", "H", "H", "H", "H", "H", "H", "H", "H", "H", "H", "H", "H"], "coordinates": [[2.84, -0.21, 1.05], [1.71, 0.11, 0.11], [1.18, 1.21, 0.31], [0.36, 2.02, -0.47], [-0.99, 2.16, -0.47], [-1.77, 1.41, 0.34], [-1.72, 0.15, 0.33], [-2.39, -0.73, 1.27], [-1.16, -0.59, -1.02], [0.11, -1.39, -1.09], [1.33, -0.97, -0.76], [3.72, -0.03, 0.30], [2.76, -1.20, 1.39], [2.73, 0.43, 1.95], [0.99, 2.60, -1.13], [-1.28, 3.12, -0.87], [-2.25, -1.82, 0.91], [-3.48, -0.56, 1.44], [-1.90, -0.66, 2.19], [-1.04, 0.06, -1.82], [-1.87, -1.33, -1.29], [-0.06, -2.17, -1.75], [2.16, -1.60, -0.93]]}


b:
{"formula": "C9H12N2", "method": "the ωB97M-V functional and the def2-TZVPD basis", "gap_ev": 8.905, "multiplicity": 1, "e_homo_ha": -0.2922, "smiles": "[H]/N=C(/C=C)n1c(C)ccc1C", "elements": ["H", "N", "C", "C", "C", "N", "C", "C", "C", "C", "C", "C", "H", "H", "H", "H", "H", "H", "H", "H", "H", "H", "H"], "coordinates": [[1.87, -1.09, -1.67], [1.65, -0.09, -1.58], [0.73, 0.19, -0.78], [0.37, 1.99, -0.95], [1.50, 2.66, -1.06], [-0.20, -0.46, 0.02], [-0.86, -1.63, -0.26], [-0.96, -2.22, -1.64], [-1.55, -1.96, 0.89], [-1.12, -1.13, 1.89], [-0.32, -0.14, 1.34], [0.14, 1.12, 2.06], [-0.55, 2.30, -1.27], [1.51, 3.76, -1.48], [2.47, 2.31, -0.80], [0.03, -2.68, -1.86], [-1.69, -3.02, -1.76], [-1.41, -1.65, -2.44], [-2.22, -2.71, 1.06], [-1.44, -1.27, 2.97], [1.25, 1.10, 2.03], [-0.33, 2.16, 1.63], [-0.06, 1.06, 3.07]]}


How far above the most stable structure does each one sit? In eV: a 0.000; b 0.187.


a:
{"formula": "C2H8OS", "method": "the ωB97M-V functional and the def2-TZVPD basis", "gap_ev": 10.003, "multiplicity": 1, "e_homo_ha": -0.3310, "smiles": "CCS.O", "elements": ["C", "C", "S", "H", "H", "H", "H", "H", "H", "O", "H", "H"], "coordinates": [[-0.95, -0.94, 1.10], [0.23, -1.80, 1.55], [0.42, -1.71, 3.36], [-0.70, -0.20, 0.34], [-1.36, -0.26, 1.86], [-1.78, -1.57, 0.79], [0.13, -2.82, 1.18], [1.16, -1.46, 1.08], [1.76, -1.78, 3.41], [0.00, 4.24, -4.83], [0.42, 3.83, -5.60], [0.68, 4.47, -4.23]]}


b:
{"formula": "C2H8OS", "method": "the ωB97M-V functional and the def2-TZVPD basis", "gap_ev": 9.689, "multiplicity": 1, "e_homo_ha": -0.3239, "elements": ["S", "C", "C", "H", "H", "H", "H", "H", "H", "O", "H", "H"], "coordinates": [[-0.68, 0.26, 0.93], [0.88, -0.64, 1.03], [-1.29, -0.45, -0.60], [1.41, -0.32, 1.94], [1.52, -0.43, 0.15], [0.71, -1.73, 1.09], [-0.62, -0.25, -1.44], [-1.43, -1.55, -0.51], [-2.28, 0.00, -0.82], [0.75, 1.43, -0.84], [0.85, 2.41, -0.86], [0.16, 1.26, -0.07]]}


How far above the most stable structure does each one sit? In eV: a 0.000; b 0.439.